The following is a quantum chemistry calculation of a structure of composition CHFeLiO2, from the OMol25 dataset.

Net charge: +1
Relative energy (zero: lowest compared OMol25 entry of this formula, charge and spin) in kcal/mol: 35.8
LUMO level (spin up / spin down) in eV: -4.897 / -5.739
2S+1: 6
Frontier orbital gap (spin up / spin down) in eV: 6.743 / 8.316
HOMO (spin up / spin down) in eV: -11.64 / -14.06
⟨S²⟩: 8.7889

Each line ends with the Mulliken spin population.
Geometry (Å):
1 Fe 0.20503 0.05591 -0.71742  4.303
2 O 0.38226 0.19800 1.16314  0.543
3 O -2.35618 -0.46568 0.37866  0.145
4 C -1.45519 0.37324 0.47977  0.013
5 Li -4.20102 -0.52231 0.19784  -0.003
6 H -1.69289 1.46334 0.41907  -0.002

***

The following is a quantum chemistry calculation of a structure of composition CHI2NO2, from the OMol25 dataset.

Relative energy (zero: lowest compared OMol25 entry of this formula, charge and spin) in kcal/mol: 0.6
LUMO level in eV: -0.808
Frontier orbital gap in eV: 9.082
HOMO in eV: -9.89

Each line ends with the natural charge from an NBO analysis.
Geometry (Å):
1 I 2.13103 -1.54441 -0.19727  0.195
2 I 1.62081 2.00495 -0.10083  0.193
3 O -0.71251 0.47945 2.09112  -0.341
4 O 1.23499 -0.40881 2.49246  -0.346
5 N 0.39126 0.10127 1.79867  0.495
6 C 0.71688 0.10132 0.27666  -0.421
7 H -0.10744 0.12475 -0.39451  0.226

***

The following is a quantum chemistry calculation of a structure of composition CHI2PS, from the OMol25 dataset.

Relative energy (zero: lowest compared OMol25 entry of this formula, charge and spin) in kcal/mol: 7.8
LUMO level in eV: -1.557
Frontier orbital gap in eV: 7.525
HOMO in eV: -9.08

Each line ends with the natural charge from an NBO analysis.
Geometry (Å):
1 I -0.06571 -2.30127 0.06270  0.097
2 I -2.45505 0.31671 -0.88945  0.217
3 S 2.30398 1.12479 0.49813  -0.345
4 P 1.14690 0.58568 -0.86116  0.684
5 C -0.55156 -0.03940 0.02932  -0.907
6 H -0.37856 0.31350 1.16046  0.254

***

The following is a quantum chemistry calculation of the molecule CHIN2, from the OMol25 dataset.

Relative energy (zero: lowest compared OMol25 entry of this formula, charge and spin) in kcal/mol: 67.8
LUMO level (spin up / spin down) in eV: -1.017 / -2.234
Frontier orbital gap (spin up / spin down) in eV: 8.589 / 7.538
HOMO (spin up / spin down) in eV: -9.61 / -9.77

Each line ends with the natural charge from an NBO analysis.
Geometry (Å):
1 I -3.60482 -0.01366 -0.00591  0.431
2 N -0.86349 1.60089 0.07498  -0.166
3 N -1.69150 -0.50521 0.19188  -0.501
4 C -0.71394 0.37586 -0.10888  0.020
5 H 0.34074 0.13417 -0.42937  0.216

***

The following is a quantum chemistry calculation of a cluster of 2 separate species, CHIN2O2S in total, from the OMol25 dataset.

Relative energy (zero: lowest compared OMol25 entry of this formula, charge and spin) in kcal/mol: 47.4
LUMO level in eV: -0.657
Frontier orbital gap in eV: 8.753
HOMO in eV: -9.41

Each line ends with the natural charge from an NBO analysis.
Geometry (Å):
1 I -3.80842 0.00494 -0.14141  0.319
2 S 0.94920 -1.52375 -0.54184  1.443
3 O -0.57653 -2.24239 1.44632  -0.408
4 O 0.15938 -2.51615 -1.23323  -0.865
5 N -1.40898 -1.55015 0.96477  0.141
6 N 0.22878 -0.16499 -0.37503  -0.995
7 C -1.98401 -0.79534 0.27463  -0.019
8 H 0.69969 0.52924 0.13652  0.384

***

The following is a quantum chemistry calculation of a structure of composition CHINOS, from the OMol25 dataset.

Net charge: -1
Relative energy (zero: lowest compared OMol25 entry of this formula, charge and spin) in kcal/mol: 25.3
LUMO level (spin up / spin down) in eV: 2.439 / 2.426
Frontier orbital gap (spin up / spin down) in eV: 6.380 / 6.720
HOMO (spin up / spin down) in eV: -3.94 / -4.29

Each line ends with the natural charge from an NBO analysis.
Geometry (Å):
1 I 2.47706 -1.17799 -0.03775  -0.280
2 S -2.06220 0.36613 -0.07915  -0.366
3 O 0.20622 1.80317 0.19785  -0.618
4 N 0.10268 -0.45927 -0.19055  -0.660
5 C -0.33535 0.76135 -0.02353  0.500
6 H -0.38842 -1.29340 0.13314  0.425

***

The following is a quantum chemistry calculation of the molecule CHIO, from the OMol25 dataset.

Relative energy (zero: lowest compared OMol25 entry of this formula, charge and spin) in kcal/mol: 3.8
LUMO level in eV: -0.040
Frontier orbital gap in eV: 9.927
HOMO in eV: -9.97

Each line ends with the natural charge from an NBO analysis.
Geometry (Å):
1 I 0.12186 -1.47672 -1.14425  -0.065
2 O -0.49105 1.32247 -0.20321  -0.457
3 C -0.02533 0.28319 0.21418  0.341
4 H 0.39452 -0.12894 1.13328  0.181

***

The following is a quantum chemistry calculation of a structure of composition CHIO4, from the OMol25 dataset.

Relative energy (zero: lowest compared OMol25 entry of this formula, charge and spin) in kcal/mol: 4.5
LUMO level in eV: -0.721
Frontier orbital gap in eV: 8.406
HOMO in eV: -9.13

Each line ends with the natural charge from an NBO analysis.
Geometry (Å):
1 I -1.85768 1.16731 0.14035  1.413
2 O -2.64953 0.24860 -1.23863  -0.978
3 O -1.48055 -2.05730 0.72998  -0.542
4 O -2.09443 -3.89918 -0.44184  -0.487
5 O 0.02629 1.31966 -0.41350  -0.910
6 C -1.78254 -3.05280 0.23350  1.024
7 H 0.06140 0.42006 -0.79636  0.480

***

The following is a quantum chemistry calculation of the molecule CHIS2, from the OMol25 dataset.

Relative energy (zero: lowest compared OMol25 entry of this formula, charge and spin) in kcal/mol: 32.0
LUMO level in eV: -1.586
Frontier orbital gap in eV: 7.453
HOMO in eV: -9.04

Each line ends with the natural charge from an NBO analysis.
Geometry (Å):
1 I 2.86276 0.58098 -0.01692  -0.141
2 S -0.16700 -1.03141 0.08978  0.184
3 S 2.12771 -2.88783 -0.03733  0.227
4 C 1.40260 -1.49711 -0.09052  -0.466
5 H 0.38299 0.31617 0.29769  0.196

***

The following is a quantum chemistry calculation of a structure of composition CHLi2O2, from the OMol25 dataset.

Relative energy (zero: lowest compared OMol25 entry of this formula, charge and spin) in kcal/mol: 0.0
LUMO level (spin up / spin down) in eV: -1.234 / -1.569
2S+1: 2
Frontier orbital gap (spin up / spin down) in eV: 5.225 / 4.781
HOMO (spin up / spin down) in eV: -6.46 / -6.35
⟨S²⟩: 0.7542

Each line ends with the Mulliken spin population.
Geometry (Å):
1 O -1.87903 0.58703 -0.47146  0.105
2 O 0.26040 0.40682 0.12578  0.077
3 C -0.95349 0.06311 0.14476  0.763
4 Li 1.78856 -0.61403 0.53440  -0.022
5 Li -0.39779 1.80812 -1.20983  0.046
6 H 1.18135 -2.25106 0.87635  0.031

***

The following is a quantum chemistry calculation of a cluster of 2 separate species, CHN2O3P in total, from the OMol25 dataset.

Net charge: -2
Relative energy (zero: lowest compared OMol25 entry of this formula, charge and spin) in kcal/mol: 99.5
LUMO level in eV: 6.746
Frontier orbital gap in eV: 4.596
HOMO in eV: 2.15

Each line ends with the natural charge from an NBO analysis.
Geometry (Å):
1 P 2.33819 0.04028 0.01633  2.435
2 O 2.36623 1.49880 -0.04411  -1.134
3 O 2.55016 -0.79895 1.20952  -1.147
4 O 2.34379 -0.65771 -1.26996  -1.158
5 N -1.95726 0.92611 -0.44641  -0.625
6 N -2.39396 -0.54130 0.28569  -0.618
7 C -1.26422 0.03668 0.18985  0.119
8 H -0.35886 -0.30015 0.60372  0.129

***

The following is a quantum chemistry calculation of a structure of composition CHN2O4S, from the OMol25 dataset.

Net charge: -1
Relative energy (zero: lowest compared OMol25 entry of this formula, charge and spin) in kcal/mol: 11.1
LUMO level in eV: 3.964
Frontier orbital gap in eV: 9.219
HOMO in eV: -5.25

Each line ends with the natural charge from an NBO analysis.
Geometry (Å):
1 S -0.74513 0.89202 -0.49067  2.407
2 O -1.23852 0.74420 -1.83931  -0.951
3 O 0.85444 0.81297 -0.40981  -0.591
4 O 0.00954 -2.18904 1.18681  -0.666
5 O -1.09156 2.21711 0.06639  -0.968
6 N 1.20919 -0.50756 -0.04569  -0.455
7 N -1.11103 -0.36424 0.53576  -0.876
8 C -0.07385 -1.11541 0.67301  0.731
9 H 2.18693 -0.49005 0.32352  0.369